# 1
Here is a molecular structure, C6H11NS in a non-equilibrium geometry from the Open Molecules 2025 dataset. Energies are from ωB97M-V/def2-TZVPD.

Geometry as XYZ:
```
19
C6H11NS ωB97M-V/def2-TZVPD
C -2.24632 -0.72393 -0.24240
C -0.85911 -0.15564 -0.42705
C -0.27306 1.02696 0.43671
C 0.96069 1.34798 -0.32484
C 1.49938 -0.08934 -0.57416
C 0.36037 -0.82804 0.18185
H -3.04865 -0.10032 -0.68143
H -2.45841 -1.01673 0.76258
H -2.28719 -1.67638 -0.81836
H -0.79603 0.16268 -1.48740
H -0.88938 1.85801 0.79939
H 0.77122 1.83356 -1.28641
H 1.65704 1.94751 0.33445
H 1.50618 -0.28276 -1.62593
H 2.78930 -0.61443 1.28043
H 0.40399 -1.91277 0.27552
H -0.46132 -0.31882 2.02166
N 0.23459 0.00974 1.38691
S 3.13672 -0.46727 -0.01154
```

Output
* LUMO level: 1.0 eV
* M: 129.2 Da
* ΔE to the lowest compared entry with this formula, charge and spin: 1.259 eV
* charge: 0



# 2
Here is 2 unconnected molecules or ions with the total composition C3H8NO in a non-equilibrium geometry from the Open Molecules 2025 dataset. Energies are from ωB97M-V/def2-TZVPD.

Geometry as XYZ:
```
13
C3H8NO ωB97M-V/def2-TZVPD
C 1.28252 -0.44364 -1.17606
C -1.49426 1.03287 1.60629
C 0.02012 -1.25799 -1.00717
N -0.43478 0.67713 0.89158
O -0.91630 -0.78933 -0.18971
H 1.91016 -0.86624 -1.95482
H 1.01289 0.58682 -1.41948
H 1.83734 -0.40922 -0.23858
H -2.43000 0.49336 1.40722
H -1.63091 2.12851 1.48180
H -1.23597 0.92967 2.68306
H 0.29397 -2.28851 -0.67382
H -0.48244 -1.41608 -1.98825
```

Output
* LUMO level (spin up / spin down): -8.3 / -6.6 eV
* M: 74.1 Da
* ΔE to the lowest compared entry with this formula, charge and spin: 6.822 eV
* charge: +1



# 3
Here is a molecular structure, C5H9B in a non-equilibrium geometry from the Open Molecules 2025 dataset. Energies are from ωB97M-V/def2-TZVPD.

Geometry as XYZ:
```
15
C5H9B ωB97M-V/def2-TZVPD
B 0.05461 -0.34199 0.54073
C -0.77628 0.95763 0.43954
C 2.42287 0.12332 -0.59975
C -1.63363 0.07876 -0.46869
C -1.23407 -1.19205 0.26610
C 1.59473 -0.19299 0.40006
H -1.12953 1.59669 1.20103
H -0.19950 1.68325 -0.12098
H 2.33273 -0.06775 -1.60653
H 3.40033 0.56173 -0.27500
H -2.69206 0.19108 -0.64982
H -1.09321 -0.00307 -1.40851
H -1.84344 -1.31252 1.16061
H -1.21107 -2.12811 -0.28715
H 2.00751 0.04601 1.40835
```

Output
* LUMO level: 0.7 eV
* M: 79.9 Da
* ΔE to the lowest compared entry with this formula, charge and spin: 1.737 eV
* charge: 0



# 4
Here is a molecular structure, C2H3P3 in a non-equilibrium geometry from the Open Molecules 2025 dataset. Energies are from ωB97M-V/def2-TZVPD.

Geometry as XYZ:
```
8
C2H3P3 ωB97M-V/def2-TZVPD
C -0.27616 0.97916 -0.19978
C 2.11147 -0.06957 -0.30214
P -1.93723 0.92938 -0.47084
P 0.60070 -0.55988 0.07658
P -2.04431 -1.25872 0.16890
H 0.22578 1.94115 -0.54190
H 3.00189 -0.61824 -0.19904
H -1.68213 -1.34328 1.46823
```

Output
* LUMO level (spin up / spin down): -1.3 / -1.4 eV
* M: 120.0 Da
* ΔE to the lowest compared entry with this formula, charge and spin: 4.584 eV
* charge: 0



# 5
Here is a molecular structure, C33H31AsN6O4SV in a non-equilibrium geometry from the Open Molecules 2025 dataset. Energies are from ωB97M-V/def2-TZVPD.

Geometry as XYZ:
```
77
C33H31AsN6O4SV ωB97M-V/def2-TZVPD
V -0.43208 0.71690 -1.38613
C -3.88731 -0.50815 -0.15185
C -3.27968 -0.78440 -1.47729
N -2.07064 -0.43595 -1.87916
C -1.96484 -0.79741 -3.19275
C -3.12798 -1.43000 -3.58757
N -3.93834 -1.40904 -2.47850
C -3.53257 -2.08428 -4.85375
O -2.63355 -2.10668 -5.81186
O -4.63370 -2.58040 -4.95288
C -0.78322 -0.28565 -3.93970
O -0.55987 -0.70991 -5.08985
O -0.11802 0.58450 -3.32366
H -3.27798 0.23169 0.37284
H -3.95925 -1.41290 0.45413
H -4.89003 -0.10109 -0.27862
H -4.88077 -1.76901 -2.46683
H -1.76726 -1.60007 -5.60017
C 2.79228 2.42745 -2.37688
C 1.92749 2.85627 -1.23229
C 2.28662 3.89433 -0.37219
C 1.34261 4.32313 0.55191
N 0.07113 3.93875 0.47134
C -0.20686 3.01484 -0.42760
S -1.79624 2.59143 -0.86909
N 0.71817 2.28854 -1.11077
H 3.57400 3.16259 -2.55281
H 2.16096 2.34422 -3.26312
H 3.25400 1.45629 -2.21970
H 3.26674 4.33992 -0.43030
H 1.56821 5.03455 1.33435
C -1.78334 2.99490 4.79268
C -0.75617 2.07468 4.93024
C -0.35361 1.32396 3.84141
C -0.97566 1.47933 2.60381
C -2.00822 2.40103 2.47941
C -2.40287 3.16354 3.56687
As -0.44948 0.33579 1.09712
C -1.27992 -1.31169 1.74221
C -2.03141 -1.39533 2.90896
C -2.60485 -2.59642 3.29018
C -2.43425 -3.72640 2.50956
C -1.71775 -3.64556 1.32655
C -1.15372 -2.44346 0.94088
C 1.38728 -0.01903 1.66030
C 1.91076 -1.30275 1.76759
C 3.26695 -1.49667 1.96364
C 4.12125 -0.41079 2.05051
C 3.61049 0.87549 1.96639
C 2.25335 1.06715 1.77919
H -2.09742 3.57937 5.64394
H -0.27052 1.94100 5.88725
H 0.44244 0.59299 3.95218
H -2.49196 2.53705 1.51876
H -3.19247 3.89174 3.45123
H -2.17651 -0.51408 3.52334
H -3.18095 -2.64496 4.20280
H -2.86719 -4.66447 2.81964
H -1.60648 -4.52015 0.70427
H -0.60898 -2.36366 0.00481
H 1.24552 -2.15586 1.70119
H 3.65820 -2.50015 2.04442
H 5.18163 -0.56519 2.18157
H 4.27219 1.72635 2.04608
H 1.84891 2.07470 1.73006
C 4.48972 -1.43707 -2.39656
N 3.07335 -1.51183 -2.17442
C 2.19670 -2.35901 -2.78760
C 0.96152 -2.05165 -2.29982
N 1.06859 -1.03040 -1.40493
C 2.34749 -0.73701 -1.34998
H 5.00204 -2.26960 -1.90949
H 4.87067 -0.50397 -1.98511
H 4.70348 -1.46266 -3.46568
H 2.51347 -3.08743 -3.50407
H 0.01619 -2.50636 -2.52867
H 2.77950 -0.01596 -0.68197
```

Output
* LUMO level (spin up / spin down): 0.4 / 0.3 eV
* M: 733.6 Da
* ΔE to the lowest compared entry with this formula, charge and spin: 0.341 eV
* ⟨S²⟩: 0.789
* multiplicity: 2
* charge: 0



# 6
Here is C10H7BrCl2O in the gas phase in a non-equilibrium geometry from the Open Molecules 2025 dataset. Energies are from ωB97M-V/def2-TZVPD.

Geometry as XYZ:
```
21
C10H7BrCl2O ωB97M-V/def2-TZVPD
Cl 4.39009 -2.34504 0.22346
C 3.50558 -0.97222 -0.28289
Cl 4.24124 -0.27031 -1.61400
C 2.31118 -0.59373 0.18099
C 1.55755 -1.31708 1.23539
C 0.28878 -1.67644 0.63620
C -0.34083 -0.66340 -0.00200
C -1.57620 -0.77912 -0.65152
Br -2.51997 -2.50033 -0.48827
C -2.10721 0.22474 -1.40422
C -1.30047 1.37879 -1.69695
C -0.24329 1.69392 -0.92336
C 0.33472 0.73394 0.04302
O 1.69994 0.52054 -0.34108
H 2.22235 -2.20991 1.69362
H 1.52749 -0.76650 2.18028
H 0.08021 -2.74620 0.72334
H -3.11510 0.32417 -1.92144
H -1.69003 2.13838 -2.39679
H 0.38385 2.54633 -1.04845
H 0.46043 0.88684 1.15759
```

Output
* LUMO level: -0.6 eV
* M: 294.0 Da
* ΔE to the lowest compared entry with this formula, charge and spin: 2.525 eV
* SMILES: ClC(Cl)=C1CC=C2C(Br)=CC=C[C@@H]2O1
* charge: 0



# 7
Here is 3 unconnected molecules or ions with the total composition C4H4IN3O2 in a non-equilibrium geometry from the Open Molecules 2025 dataset. Energies are from ωB97M-V/def2-TZVPD.

Geometry as XYZ:
```
14
C4H4IN3O2 ωB97M-V/def2-TZVPD
C 0.82772 1.44107 0.56310
C -3.09282 1.60083 0.37998
C 2.17708 3.93944 -0.48335
C 0.42848 0.83110 -1.79269
N -2.22800 1.67607 1.20902
N -1.38978 2.15691 1.96020
N 0.57428 0.98790 -0.44530
O 1.25618 4.07918 0.13583
O 3.07365 3.85355 -1.22662
I -4.49155 0.20456 -0.17181
H 1.44734 0.84266 -2.26084
H -0.10339 0.09880 -2.24208
H -0.00428 1.79067 -2.03524
H -0.45224 1.99490 1.67917
```

Output
* LUMO level (spin up / spin down): -0.3 / -0.3 eV
* M: 253.0 Da
* ΔE to the lowest compared entry with this formula, charge and spin: 0.000 eV
* charge: 0



# 8
Here is a molecular structure, C4H5N3O in a non-equilibrium geometry from the Open Molecules 2025 dataset. Energies are from ωB97M-V/def2-TZVPD.

Geometry as XYZ:
```
13
C4H5N3O ωB97M-V/def2-TZVPD
C 2.17668 -0.54081 0.04977
C 0.15863 0.31963 -0.26271
C -0.92589 1.37654 -0.28133
C -2.19218 0.65283 0.22236
H 2.54639 -1.03448 1.25354
H 3.20141 -0.32202 -0.44243
H 1.47277 -1.28876 -0.30695
H -0.80051 2.34758 -0.29544
H -3.09992 1.14790 0.46474
N 1.44192 0.68891 -0.01741
N -1.34781 -1.57879 -0.21168
N -0.19093 -1.07525 -0.16164
O -2.44056 -0.69329 -0.01082
```

Output
* LUMO level: -0.9 eV
* M: 111.1 Da
* ΔE to the lowest compared entry with this formula, charge and spin: 7.838 eV
* charge: 0



# 9
Here is C5H8O2 in the gas phase from the Open Molecules 2025 dataset. Energies are from ωB97M-V/def2-TZVPD.

Geometry as XYZ:
```
15
C5H8O2 ωB97M-V/def2-TZVPD
O 1.77085 1.11523 -1.24425
C 1.16159 0.50568 -0.40999
C 1.51368 -0.54635 0.63287
C 0.22647 -0.13722 1.39001
C -0.29756 0.49365 0.07350
C -1.09020 -0.56529 -0.68956
O -1.46685 -0.03986 -1.93629
H 1.27581 -1.48319 0.11385
H 2.49419 -0.61561 1.10334
H 0.36228 0.59089 2.19495
H -0.35861 -0.97848 1.77301
H -0.80122 1.46482 0.09856
H -0.45050 -1.46814 -0.79086
H -1.95782 -0.88599 -0.09370
H -2.13105 -0.61956 -2.32496
```

Output
* LUMO level: 0.8 eV
* M: 100.1 Da
* ΔE to the lowest compared entry with this formula, charge and spin: 1.448 eV
* SMILES: O=C1CC[C@@H]1CO
* charge: 0



> The highest M belongs to which entry?

C33H31AsN6O4SV



> Among the records above, which one has the highest M?

C33H31AsN6O4SV



> Which value of charge does entry 6 give?

0